1.
The following is a DFT calculation (the ωB97M-V functional and the def2-TZVPD basis) of a molecular structure, C42H57AuBN2O3SSeSi in a non-equilibrium geometry.

E_LUMO: -3.33 eV

```
! RIJCOSX wB97M-V def2-TZVPD def2/J DEFGRID3
* xyz 1 1
Au 0.0270 0.3063 0.2703
C 3.4137 1.7586 0.3710
Si 2.9623 -0.0838 0.1142
C 3.2321 -0.6263 -1.7363
C 2.7982 -2.0735 -1.9800
C 2.3991 0.2876 -2.6378
C 4.7100 -0.4715 -2.1030
C 3.6636 -1.1567 1.5726
C 3.3696 -2.6430 1.3593
C 5.1743 -0.9534 1.7197
C 2.9858 -0.6918 2.8641
H 4.4888 1.9197 0.3724
H 3.0281 2.1260 1.3166
H 2.9931 2.3801 -0.4130
H 1.8075 -2.2559 -1.5734
H 3.4883 -2.7715 -1.5169
H 2.7726 -2.2943 -3.0468
H 1.3412 0.2157 -2.3864
H 2.5250 0.0038 -3.6815
H 2.7045 1.3248 -2.5343
H 5.3310 -1.1294 -1.5004
H 5.0419 0.5514 -1.9480
H 4.8703 -0.7241 -3.1507
H 3.9932 -3.0527 0.5694
H 2.3310 -2.7946 1.0806
H 3.5730 -3.2127 2.2655
H 5.7047 -1.2790 0.8281
H 5.5491 -1.5322 2.5626
H 5.4109 0.0902 1.9012
H 1.9077 -0.8203 2.8015
H 3.1860 0.3585 3.0542
H 3.3558 -1.2613 3.7146
C -5.0732 3.1908 -1.1167
C -5.1017 2.6778 -2.5518
C -3.8646 3.0860 -3.3518
C -2.5825 2.3947 -2.8766
N -2.5909 0.9852 -3.1816
C -2.7671 -0.0386 -2.2998
Se -2.7603 0.1021 -0.4407
N -2.8344 -1.2103 -2.9956
C -3.0486 -2.5227 -2.4455
C -4.3805 -3.1686 -2.8434
C -5.5633 -2.7413 -1.9731
C -6.0585 -1.3268 -2.2446
C -2.6621 -0.9368 -4.3272
C -2.5986 -1.7681 -5.4389
C -2.3709 -1.1642 -6.6640
C -2.2103 0.2131 -6.7828
C -2.2795 1.0512 -5.6829
C -2.5081 0.4590 -4.4458
H -6.0191 2.9808 -0.6247
H -4.9106 4.2663 -1.1011
H -4.2856 2.7097 -0.5395
H -5.9794 3.0866 -3.0558
H -5.2000 1.5893 -2.5530
H -3.7240 4.1638 -3.2609
H -4.0230 2.8553 -4.4076
H -2.4670 2.5050 -1.7981
H -1.7100 2.8423 -3.3606
H -3.0044 -2.4308 -1.3589
H -2.2170 -3.1524 -2.7750
H -4.2602 -4.2481 -2.7491
H -4.5991 -2.9491 -3.8884
H -5.2862 -2.8240 -0.9189
H -6.3825 -3.4382 -2.1560
H -5.3258 -0.5875 -1.9234
H -6.9751 -1.1442 -1.6893
H -6.2682 -1.1820 -3.3025
H -2.6988 -2.8373 -5.3541
H -2.3074 -1.7781 -7.5488
H -2.0134 0.6382 -7.7543
H -2.1399 2.1135 -5.7839
O -0.4673 3.1024 -0.7532
B -0.0996 2.3342 0.3354
O 0.3389 3.1413 1.3617
C 0.2522 4.4280 0.9103
C 0.5872 5.6140 1.5325
C 0.3828 6.7738 0.8008
C -0.1305 6.7496 -0.4895
C -0.4585 5.5576 -1.1212
C -0.2506 4.4037 -0.3952
H 0.9855 5.6348 2.5336
H 0.6319 7.7240 1.2472
H -0.2799 7.6791 -1.0160
H -0.8540 5.5301 -2.1257
O 0.2272 -2.0321 0.2866
S -1.0151 -2.8785 0.2441
C -0.4369 -4.5939 0.3130
C -0.6799 -5.3520 -0.8227
C -0.2709 -6.6722 -0.8647
C 0.3711 -7.2293 0.2310
C 0.6140 -6.4628 1.3612
C 0.2228 -5.1349 1.4015
C -1.7125 -2.7451 1.9033
C -0.9224 -2.3708 2.9746
C -1.5002 -2.2318 4.2250
C -2.8597 -2.4468 4.3875
C -3.6460 -2.8015 3.3032
C -3.0725 -2.9526 2.0524
H -1.1837 -4.9043 -1.6652
H -0.4578 -7.2659 -1.7451
H 0.6868 -8.2615 0.2013
H 1.1010 -6.8999 2.2195
H 0.4314 -4.5329 2.2708
H 0.1294 -2.1807 2.8150
H -0.8924 -1.9507 5.0719
H -3.3078 -2.3314 5.3634
H -4.7050 -2.9537 3.4360
H -3.6720 -3.2277 1.1958
*
```



2.
The following is a DFT calculation (the ωB97M-V functional and the def2-TZVPD basis) of a molecular structure, C42H57Br2InN4O5Si.

E_LUMO: -5.30 eV

```
! RIJCOSX wB97M-V def2-TZVPD def2/J DEFGRID3
* xyz 2 1
In 0.1164 -1.1746 1.8302
O -1.7871 -0.1757 5.3141
C -1.4442 -0.5982 4.2436
O -0.2159 -0.5901 3.7788
C -2.4803 -1.2165 3.3155
C -3.8005 -1.3396 3.7059
C -4.7010 -1.9163 2.8238
C -4.2559 -2.3506 1.5813
C -2.9225 -2.1915 1.2610
N -2.0571 -1.6367 2.1165
H -4.0870 -0.9845 4.6855
H -5.7405 -2.0301 3.1015
H -4.9288 -2.8089 0.8708
H -2.5255 -2.5146 0.3064
C 0.2141 -3.9518 3.7826
O 0.4140 -3.4435 2.4426
C 0.2918 -4.3392 1.3933
C 0.2407 -5.7099 1.5486
C 0.1922 -6.5058 0.4066
Br 0.1357 -8.3734 0.6087
C 0.1907 -5.9528 -0.8584
C 0.2074 -4.5662 -1.0133
C 0.2602 -3.7759 0.1223
O 0.2800 -2.3848 0.0300
C 0.2313 -3.9980 -2.3712
N 0.8296 -4.5760 -3.3685
C 0.6150 -3.7407 -4.4591
C 1.0524 -3.8680 -5.7776
C 0.6970 -2.8734 -6.6650
C -0.0754 -1.7705 -6.2624
C -0.5109 -1.6258 -4.9594
C -0.1473 -2.6336 -4.0716
N -0.3554 -2.7979 -2.7106
H 1.0149 -4.6435 4.0358
H -0.7545 -4.4455 3.8495
H 0.2422 -3.0856 4.4372
H 0.2555 -6.1744 2.5231
H 0.1716 -6.5766 -1.7409
H 1.0509 -1.9989 -0.5700
H 1.6396 -4.7231 -6.0838
H 1.0108 -2.9419 -7.6976
H -0.3396 -1.0201 -6.9954
H -1.1147 -0.7788 -4.6577
H -1.0637 -2.3277 -2.1734
C 3.6399 -2.3336 -2.8949
C 3.4720 -0.8309 -3.1238
C 2.2483 -0.5015 -2.2903
O 2.2680 -1.4532 -1.1779
C 3.2920 -2.4715 -1.4279
H 4.6443 -2.6908 -3.1110
H 2.9356 -2.9019 -3.5043
H 3.3245 -0.5758 -4.1713
H 4.3449 -0.2859 -2.7596
H 1.3224 -0.6591 -2.8441
H 2.2520 0.5009 -1.8632
H 2.8819 -3.4457 -1.1611
H 4.1502 -2.2504 -0.7872
C -1.9758 2.3996 2.7805
C -2.4916 3.0875 1.5082
C -2.8464 4.5514 1.8419
C -3.7782 2.3522 1.1082
Si -1.1961 3.0961 0.1139
Br -0.4566 0.7203 0.0579
C 0.4303 4.0162 0.4525
C 0.2066 5.4998 0.0914
C 0.8369 3.9339 1.9278
C 1.6152 3.4823 -0.3707
C -1.8620 3.1833 -1.6667
C -0.7432 3.2530 -2.7150
C -2.7764 2.0132 -2.0609
C -2.6807 4.4923 -1.7484
H -2.7616 2.4202 3.5403
H -1.0948 2.8654 3.2116
H -1.7435 1.3527 2.5832
H -3.6222 4.5496 2.6121
H -3.2431 5.0979 0.9851
H -1.9985 5.1059 2.2435
H -4.4614 2.3677 1.9619
H -3.5895 1.3043 0.8574
H -4.2974 2.8205 0.2739
H -0.6243 5.9510 0.6364
H 0.0415 5.6496 -0.9754
H 1.1085 6.0567 0.3594
H 0.1120 4.3990 2.5938
H 1.7807 4.4704 2.0544
H 1.0039 2.9047 2.2531
H 1.4506 3.5231 -1.4441
H 1.8694 2.4579 -0.0921
H 2.4901 4.1011 -0.1496
H -0.1103 2.3620 -2.7030
H -0.1095 4.1308 -2.6000
H -1.2024 3.3160 -3.7051
H -2.2325 1.0684 -2.1080
H -3.1684 2.2111 -3.0623
H -3.6281 1.8861 -1.3984
H -2.0994 5.3761 -1.4795
H -3.5753 4.4662 -1.1267
H -3.0101 4.6267 -2.7820
N 2.3129 -1.0443 2.1334
C 2.9185 0.2701 2.3693
C 2.7475 0.8737 3.6043
C 3.3908 2.0781 3.8499
C 4.1703 2.6711 2.8655
C 4.3031 2.0663 1.6245
C 3.6782 0.8530 1.3704
H 2.7607 -1.4617 1.3179
H 2.5315 -1.6478 2.9246
H 2.1318 0.4078 4.3646
H 3.2834 2.5507 4.8170
H 4.6758 3.6057 3.0676
H 4.9115 2.5262 0.8570
H 3.7950 0.3593 0.4109
*
```



3.
The following is a DFT calculation (the ωB97M-V functional and the def2-TZVPD basis) of a molecular structure, C42H57ClFFeN6O5SbSi3 in a non-equilibrium geometry.

E_LUMO: -3.33 eV
⟨S²⟩: 0.78

```
! RIJCOSX wB97M-V def2-TZVPD def2/J DEFGRID3
* xyz 1 2
Fe -0.7559 -0.2476 0.4665
O -2.1802 5.5354 -2.8180
C -1.6080 4.5851 -3.3703
O -1.3342 4.3345 -4.5550
C -1.1271 3.4886 -2.3815
C -1.4724 3.5152 -1.0368
C -1.0980 2.4564 -0.2307
N -0.4130 1.3900 -0.6863
C -0.0244 1.3840 -1.9619
C -0.3563 2.4207 -2.8194
C 0.8426 0.2513 -2.3959
C 0.9425 -0.1340 -3.7387
C 1.8408 -1.1267 -4.0821
C 2.5900 -1.7382 -3.0843
C 2.4020 -1.3127 -1.7817
N 1.5645 -0.3373 -1.4423
C -1.5076 2.3673 1.1851
C -2.0155 3.4330 1.9224
C -2.5104 3.1887 3.1887
C -2.4800 1.8932 3.6911
C -1.9143 0.8905 2.9313
N -1.4176 1.1304 1.7125
H -2.0524 4.3521 -0.6770
H -0.0393 2.4540 -3.8480
H 0.3336 0.3238 -4.5001
H 1.9485 -1.4234 -5.1173
H 3.3032 -2.5190 -3.3077
H 2.9645 -1.7622 -0.9668
H -2.0313 4.4255 1.4998
H -2.9236 3.9977 3.7754
H -2.8764 1.6581 4.6682
H -1.8366 -0.1275 3.2757
C -5.1574 -5.5807 -1.3868
C -3.7213 -6.0512 -1.2155
N -2.7738 -4.9347 -1.1430
C -2.4562 -4.4332 0.0705
C -1.6472 -3.3557 0.2708
C -1.4389 -2.8645 1.6865
O -1.6653 -3.6306 2.6125
O -1.0245 -1.6517 1.8216
C -1.0293 -2.7342 -0.8416
O -0.2528 -1.7619 -0.7671
C -1.3380 -3.2901 -2.1438
C -0.7867 -2.6878 -3.2797
C -1.1670 -3.1027 -4.5192
F -0.5969 -2.5401 -5.6036
C -2.1483 -4.0909 -4.6968
C -2.6683 -4.7090 -3.5718
C -2.2533 -4.3396 -2.2839
N -2.6592 -4.4459 -5.9722
C -2.5808 -3.5084 -7.0851
C -3.5373 -4.0069 -8.1855
N -4.5201 -4.9366 -7.5399
C -3.8379 -6.2129 -7.1344
C -2.5262 -5.8198 -6.4269
H -5.8255 -6.4376 -1.4688
H -5.2735 -4.9606 -2.2761
H -5.4704 -4.9885 -0.5276
H -3.4082 -6.7130 -2.0226
H -3.6102 -6.6165 -0.2917
H -2.8869 -4.9297 0.9311
H -0.0715 -1.8754 -3.1588
H -3.4490 -5.4436 -3.7057
H -1.5793 -3.4257 -7.5144
H -2.8821 -2.5216 -6.7367
H -3.0240 -4.5851 -8.9517
H -4.0803 -3.1946 -8.6620
H -5.3302 -5.1150 -8.1315
H -4.8326 -4.4838 -6.6760
H -3.6666 -6.7967 -8.0367
H -4.5253 -6.7503 -6.4834
H -1.6772 -5.9274 -7.1134
H -2.3497 -6.4823 -5.5841
Cl -2.8562 -0.3135 -1.8865
C -2.7057 -0.3452 -0.0745
H -3.1681 -1.2766 0.2457
H -3.3164 0.4887 0.2627
C 3.1902 0.3074 4.9923
Si 1.5749 0.3820 4.0249
C 0.3956 -0.8049 4.8916
C 1.0476 2.1919 4.1517
Sb 1.6535 -0.1107 1.4549
Si 2.9863 -2.3164 1.4396
C 3.5941 -2.6238 3.1825
C 1.8828 -3.7360 0.9234
C 4.5107 -2.2436 0.3315
Si 3.2120 1.8540 0.7709
C 4.1790 1.6878 -0.8239
C 2.1845 3.4172 0.7156
C 4.5008 2.0042 2.1336
H 3.0425 0.9453 5.8691
H 4.0592 0.6865 4.4579
H 3.4147 -0.6941 5.3509
H -0.3715 -0.2571 5.4434
H 0.9598 -1.3914 5.6192
H -0.1067 -1.4957 4.2188
H 0.4780 2.3595 5.0684
H 0.4513 2.5548 3.3170
H 1.9455 2.8117 4.2084
H 2.7740 -2.7322 3.8942
H 4.2375 -1.8131 3.5201
H 4.1805 -3.5462 3.2015
H 1.0351 -3.8523 1.6013
H 2.4696 -4.6580 0.9584
H 1.5045 -3.6078 -0.0918
H 4.8390 -1.2259 0.1224
H 4.3569 -2.7545 -0.6212
H 5.3298 -2.7529 0.8438
H 3.5652 1.7186 -1.7183
H 4.7776 0.7766 -0.8479
H 4.8678 2.5365 -0.8580
H 1.5144 3.4560 -0.1441
H 2.8639 4.2705 0.6450
H 1.5897 3.5391 1.6220
H 4.9179 1.0307 2.3980
H 4.0833 2.4508 3.0369
H 5.3255 2.6384 1.8021
*
```



4.
The following is a DFT calculation (the ωB97M-V functional and the def2-TZVPD basis) of a molecular structure, C42H57N9OS2Sn.

E_LUMO: -5.59 eV

```
! RIJCOSX wB97M-V def2-TZVPD def2/J DEFGRID3
* xyz 2 1
Sn -0.3569 -0.1247 0.2983
C -2.0580 -3.3550 -0.0579
C -1.0484 -3.9827 -1.0278
C -0.2405 -5.0564 -0.3036
C -0.1897 -2.9083 -1.6725
C -0.7478 -2.0886 -2.6522
C -0.0058 -1.0967 -3.2747
C 1.3276 -0.8816 -2.9388
C 2.1575 0.1660 -3.6328
C 1.8936 -1.7098 -1.9725
C 1.1522 -2.7091 -1.3523
H -2.7156 -4.1201 0.3561
H -2.6744 -2.6010 -0.5515
H -1.5313 -2.8844 0.7797
H -1.6121 -4.4646 -1.8316
H 0.2801 -4.6357 0.5610
H 0.4942 -5.5143 -0.9668
H -0.9060 -5.8398 0.0583
H -1.7761 -2.2514 -2.9562
H -0.4628 -0.5021 -4.0580
H 2.9594 -0.3037 -4.2045
H 2.6211 0.8463 -2.9137
H 1.5575 0.7554 -4.3259
H 2.9500 -1.6083 -1.7395
H 1.6482 -3.3603 -0.6443
C 3.9833 3.7336 0.7821
N 3.4656 2.4126 0.4264
C 4.4201 1.3581 0.1090
C 2.1499 2.1494 0.3330
N 1.6682 0.9677 0.0859
N 1.3166 3.2411 0.4795
C -0.0467 3.2557 0.6759
N -0.5873 4.4959 0.6333
N -0.7118 2.1849 0.9534
H 4.9968 3.6179 1.1527
H 3.3961 4.1806 1.5832
H 4.0095 4.4058 -0.0802
H 5.4185 1.7813 0.0789
H 4.2186 0.9203 -0.8712
H 4.4054 0.5671 0.8638
H 2.3899 0.2717 -0.0488
H 1.7277 4.1299 0.2487
H -0.0799 5.2649 0.2280
H -1.5870 4.5913 0.6558
H -1.6909 2.3815 1.1269
S 1.4819 -1.7891 1.8255
C 1.4227 -1.2678 3.4170
N 2.2183 -1.7465 4.3612
C 2.1028 -1.2129 5.7141
C 1.9802 0.2904 5.6268
N 0.8115 0.6155 4.8126
C 0.0539 1.8253 5.1462
C -1.1786 1.5697 5.9939
C -2.4085 2.0763 5.5964
C -3.5373 1.8721 6.3748
C -3.4457 1.1486 7.5539
C -2.2229 0.6314 7.9532
C -1.0930 0.8460 7.1783
C 0.4515 -0.1934 3.8191
S -1.0328 -0.0549 3.0664
C 3.1012 -2.9095 4.1775
C 2.4688 -4.1501 4.7692
C 1.5654 -4.8900 4.0105
C 0.9489 -6.0066 4.5527
C 1.2319 -6.3923 5.8555
C 2.1345 -5.6614 6.6129
C 2.7514 -4.5424 6.0724
H 2.9872 -1.4915 6.2807
H 1.2251 -1.6301 6.2165
H 2.8836 0.7332 5.1939
H 1.8402 0.7048 6.6218
H -0.2436 2.3036 4.2115
H 0.7419 2.4891 5.6723
H -2.4824 2.6369 4.6715
H -4.4900 2.2743 6.0566
H -4.3243 0.9927 8.1654
H -2.1433 0.0642 8.8710
H -0.1428 0.4473 7.5151
H 4.0459 -2.6862 4.6740
H 3.2796 -3.0376 3.1148
H 1.3590 -4.5965 2.9881
H 0.2525 -6.5791 3.9542
H 0.7604 -7.2718 6.2728
H 2.3632 -5.9669 7.6253
H 3.4730 -3.9909 6.6656
C -1.3527 5.4149 -6.0073
C -0.5034 4.2845 -5.4355
N 0.3468 4.6943 -4.3195
C 1.5076 5.5410 -4.6089
C 1.2699 7.0147 -4.2976
C 0.1592 4.3052 -3.0523
O 0.8996 4.6127 -2.1157
C -1.0176 3.4287 -2.7050
C -2.3182 3.9003 -2.5783
C -3.2663 3.0882 -1.9705
C -2.8728 1.8506 -1.4884
N -1.6314 1.3837 -1.6301
C -0.7380 2.1512 -2.2424
H -2.0105 5.0201 -6.7813
H -0.7318 6.1882 -6.4571
H -1.9710 5.8736 -5.2342
H 0.1432 3.8883 -6.2214
H -1.1494 3.4748 -5.1036
H 1.7628 5.4030 -5.6592
H 2.3364 5.1804 -4.0000
H 0.4643 7.4290 -4.9015
H 2.1779 7.5807 -4.5043
H 1.0202 7.1408 -3.2446
H -2.5804 4.8932 -2.9222
H -4.2856 3.4262 -1.8422
H -3.5680 1.2013 -0.9647
H 0.2733 1.7581 -2.3051
*
```